No. 1
119
Properties=species:S:1:pos:R:3:forces:R:3 method="wB97M-V/def2-TZVPD" max_force_ha_per_bohr=0.0968 charge=-1 homo_energy_ev="-2.42 / -3.23" gap_ev="4.2 / 5.1" spin_multiplicity=1 total_energy_ev=-149389.581 de_lowest_ev=2.704
Bi -0.001 -2.250 0.791 -1.1 -0.7 -1.8
O 3.850 -6.125 -0.309 1.0 -1.7 -0.6
C 2.944 -6.915 0.381 -1.3 -0.5 0.7
C 3.126 -8.281 0.564 0.6 0.8 -0.2
C 2.284 -8.955 1.441 -0.1 -1.3 0.0
C 1.174 -8.350 2.060 1.3 -0.8 0.1
C 0.950 -7.018 1.818 -1.0 1.2 0.6
C 1.787 -6.264 0.960 1.5 0.8 -1.7
C 1.566 -4.852 0.577 -0.5 -3.7 3.3
O 0.742 -4.251 1.403 -0.8 2.1 -0.6
N 2.205 -4.279 -0.406 0.4 1.8 -1.1
N 1.924 -2.953 -0.681 -0.7 -0.8 2.0
C 2.241 -2.592 -1.912 1.1 1.8 -2.3
C 2.689 -1.295 -2.276 0.2 -1.1 0.0
Br 3.393 -0.205 -0.784 -0.3 0.0 -0.4
C 2.904 -0.796 -3.550 0.3 1.2 -0.4
C 2.441 -1.394 -4.789 -1.9 -0.5 0.6
C 3.040 -1.103 -6.025 0.8 -0.2 -0.4
C 2.906 -1.951 -7.136 -0.4 0.1 0.7
C 1.999 -3.013 -7.079 0.4 0.6 -0.1
C 1.159 -3.111 -5.965 0.0 -0.5 0.3
C 1.310 -2.307 -4.829 1.5 0.0 -1.8
H 4.459 -6.731 -0.792 -0.5 0.7 0.5
H 3.978 -8.815 0.086 -0.6 0.5 0.4
H 2.567 -10.006 1.613 -0.6 0.5 0.1
H 0.622 -8.940 2.807 0.0 0.5 -0.5
H 0.112 -6.509 2.358 0.9 -0.4 -0.8
H -2.258 -3.568 1.678 0.4 0.2 -0.6
H 3.092 -4.724 -0.710 -1.0 0.6 -0.2
H 2.258 -3.292 -2.757 -0.2 -0.1 0.5
H 3.523 0.122 -3.705 -0.5 -0.9 0.5
H 3.722 -0.246 -6.078 0.0 -0.4 0.1
H 3.546 -1.838 -8.011 -0.2 0.2 0.2
H 1.954 -3.677 -7.936 -0.2 -0.1 0.3
H 0.442 -3.942 -5.934 0.0 0.5 -0.1
H 0.571 -2.402 -4.064 0.1 0.0 0.7
C 1.444 4.502 -1.857 -1.0 -0.8 0.5
C 0.589 5.399 -0.908 1.0 0.1 0.0
C 0.564 6.916 -1.390 0.1 -0.9 2.4
C 1.368 5.331 0.401 0.0 0.6 0.6
C 2.652 5.885 0.312 1.3 -0.3 1.3
C 3.581 5.718 1.371 -0.7 0.5 0.1
C 3.116 5.136 2.558 -0.4 -0.1 -0.5
C 1.827 4.642 2.728 0.4 1.0 -1.2
C 1.439 4.065 4.054 0.1 -1.9 -0.2
C 0.407 4.913 4.785 0.4 0.3 0.6
C 2.687 3.727 4.930 -0.2 -0.6 0.6
C 0.884 4.703 1.617 1.5 0.5 -0.2
N -0.240 4.007 1.766 -1.5 -0.8 0.3
C -1.502 4.133 1.322 0.9 -0.8 -1.0
C -2.136 5.340 0.894 -0.6 -1.4 0.2
C -3.467 5.277 0.505 -0.6 0.7 -0.1
C -4.231 4.102 0.490 0.5 1.4 0.2
C -3.617 2.911 0.804 0.9 -0.9 0.7
C -2.280 2.902 1.143 1.3 1.1 0.3
F -1.533 1.735 1.302 -1.3 0.7 0.1
H 0.935 4.371 -2.774 -0.5 0.1 -1.4
H 1.577 3.452 -1.507 -0.1 0.8 0.3
H 2.421 4.907 -2.058 0.3 0.3 0.1
H -0.420 4.974 -0.736 0.6 0.4 -0.6
H 1.456 7.284 -1.843 1.1 -0.2 -0.1
H 0.374 7.547 -0.499 0.2 -0.3 -0.3
H -0.155 7.229 -2.064 -2.0 -0.1 -1.6
H 3.003 6.411 -0.599 -0.4 -0.5 0.6
H 4.603 6.130 1.394 -0.6 -0.2 -0.5
H 3.780 5.030 3.399 0.3 0.2 -0.1
H 0.898 3.110 3.798 0.4 0.6 0.2
H 0.848 5.893 5.073 -0.3 -0.6 0.1
H -0.016 4.370 5.658 0.3 0.5 -0.3
H -0.397 5.117 4.098 -0.4 0.1 -0.2
H 3.021 4.641 5.415 0.1 0.2 0.2
H 3.584 3.334 4.404 -0.8 0.1 0.0
H 2.487 2.992 5.758 -0.2 0.7 -0.7
H -1.545 6.236 0.855 0.0 0.4 0.1
H -3.995 6.201 0.225 0.4 -0.3 0.1
H -5.292 4.196 0.361 -0.3 -0.2 -0.2
H -4.196 2.015 0.898 -0.1 -0.6 -0.3
C -1.465 -0.439 5.347 0.6 -1.8 0.5
O -0.015 -0.562 5.008 -1.1 1.0 0.8
C 0.193 -1.058 3.840 -0.4 -2.5 -2.4
O -0.736 -1.538 3.134 2.1 0.8 0.7
N 1.559 -1.217 3.531 -0.4 1.0 0.5
N 1.952 -1.357 2.180 -0.1 0.9 0.3
H -1.518 0.275 6.138 0.1 0.8 0.2
H -1.760 -1.421 5.808 0.2 0.8 -0.8
H -2.067 -0.206 4.468 0.3 0.1 0.2
H 2.141 -0.550 4.029 -0.1 -0.2 0.2
H 2.713 -2.009 2.063 0.1 -0.3 0.3
H 2.277 -0.452 1.800 -0.4 -0.5 0.0
C -4.130 -1.906 2.231 0.0 0.1 -0.6
C -4.250 -2.262 0.788 0.1 -0.2 -2.8
C -5.303 -1.808 -0.029 0.4 0.8 0.2
C -5.312 -1.994 -1.412 -0.1 -0.5 0.8
C -4.507 -2.987 -1.956 -0.3 1.2 -0.3
C -3.459 -3.498 -1.255 0.8 -0.1 2.1
C -2.586 -4.601 -1.780 0.8 -0.2 -0.6
C -3.224 -2.985 0.062 -1.3 0.3 0.7
N -2.051 -3.301 0.701 1.4 -0.7 1.4
H -5.076 -1.899 2.711 -1.2 0.2 0.3
H -3.633 -0.966 2.452 0.2 0.2 -0.3
H -3.604 -2.677 2.717 0.9 -0.9 0.9
H -6.071 -1.161 0.391 0.2 0.0 0.1
H -5.901 -1.360 -2.047 -0.7 -0.2 -0.1
H -4.668 -3.237 -2.977 0.1 -0.3 -0.8
H -3.040 -5.608 -1.647 0.1 0.6 -0.2
H -1.567 -4.676 -1.337 -0.9 0.3 -0.1
H -2.431 -4.386 -2.848 -0.1 -0.5 0.1
C -3.228 2.343 -3.277 0.5 -2.8 0.9
N -2.074 1.628 -2.633 0.5 0.1 1.0
C -0.683 1.857 -2.769 -0.7 -0.6 0.0
C -0.110 0.878 -1.979 1.4 0.6 -1.3
N -1.027 0.082 -1.428 -0.7 -1.1 1.3
C -2.198 0.539 -1.759 0.1 1.4 -1.7
H -3.411 1.700 -4.141 -0.6 0.5 -0.1
H -3.005 3.323 -3.581 0.6 1.2 -0.2
H -4.082 2.342 -2.575 0.5 0.0 -0.4
H -0.190 2.560 -3.478 -0.9 -0.6 0.9
H 0.931 0.571 -1.877 -0.3 0.7 -0.1
H -3.127 0.068 -1.502 -0.4 0.2 0.1

=====

No. 2
118
Properties=species:S:1:pos:R:3:forces:R:3 method="wB97M-V/def2-TZVPD" s_squared=0.760 max_force_ha_per_bohr=0.0516 charge=0 homo_energy_ev="-6.54 / -6.61" gap_ev="6.6 / 6.8" spin_multiplicity=2 total_energy_ev=-199936.143 de_lowest_ev=7.430
Ti -0.341 -0.146 -0.480 1.2 0.0 0.8
N -3.213 -0.065 0.560 -0.7 0.1 -0.5
P -2.430 1.373 -0.002 -1.1 0.1 1.7
C -1.731 2.119 1.515 0.1 0.2 -0.2
C -0.563 2.852 1.312 -0.2 0.0 -0.3
C -0.023 3.605 2.338 -0.1 0.2 0.2
C -0.635 3.607 3.583 0.1 0.2 -0.2
C -1.791 2.870 3.793 -0.2 0.0 0.0
C -2.352 2.141 2.761 0.1 -0.1 0.0
C -3.940 2.434 -0.072 0.5 0.1 -0.8
C -3.820 3.591 -0.833 0.1 -0.1 0.0
C -4.893 4.447 -0.990 -0.1 0.1 0.0
C -6.106 4.154 -0.389 0.0 0.1 0.0
C -6.226 3.019 0.394 -0.1 0.0 0.1
C -5.150 2.165 0.560 0.1 -0.2 0.0
P -2.455 -1.520 0.089 -1.2 -0.2 0.6
C -3.682 -2.349 -0.998 0.5 0.1 -0.2
C -5.030 -2.421 -0.667 0.0 0.1 0.0
C -5.916 -3.076 -1.503 0.0 0.1 0.0
C -5.455 -3.684 -2.660 0.0 0.0 -0.1
C -4.107 -3.643 -2.979 0.0 -0.1 -0.1
C -3.221 -2.972 -2.151 0.1 0.0 0.1
C -2.811 -2.545 1.550 0.3 0.0 -0.1
C -3.352 -2.034 2.720 0.0 0.1 -0.2
C -3.608 -2.878 3.784 -0.1 -0.1 0.1
C -3.324 -4.230 3.681 0.0 0.0 0.1
C -2.778 -4.741 2.513 0.0 -0.1 0.0
C -2.516 -3.900 1.451 0.0 0.1 0.0
H -4.219 -0.063 0.406 0.1 0.0 0.4
H -0.096 2.852 0.330 0.0 0.0 0.2
H 0.868 4.189 2.161 0.1 0.0 0.0
H -0.214 4.184 4.393 0.0 0.0 0.1
H -2.262 2.884 4.765 0.0 -0.1 0.1
H -3.276 1.600 2.917 0.0 -0.1 0.0
H -2.870 3.807 -1.302 0.0 0.1 -0.1
H -4.781 5.344 -1.581 0.0 0.1 -0.1
H -6.954 4.810 -0.518 -0.1 0.1 0.0
H -7.161 2.797 0.889 -0.1 0.0 0.0
H -5.279 1.305 1.204 0.0 -0.1 0.0
H -5.394 -1.967 0.245 0.0 0.0 0.1
H -6.965 -3.115 -1.251 -0.1 0.0 0.0
H -6.151 -4.189 -3.314 0.0 -0.1 0.0
H -3.750 -4.129 -3.877 0.0 0.0 0.0
H -2.167 -2.887 -2.397 -0.1 0.0 0.0
H -3.548 -0.974 2.801 0.0 0.1 0.0
H -4.029 -2.477 4.694 0.0 0.0 0.1
H -3.517 -4.887 4.515 0.0 -0.1 0.1
H -2.560 -5.796 2.433 0.1 -0.1 0.0
H -2.070 -4.278 0.539 0.0 -0.1 0.0
S 1.879 1.130 -0.610 -0.3 0.3 -0.1
C 0.503 1.226 -1.645 1.1 2.4 0.5
N -0.977 -0.357 -2.421 -1.1 -1.2 -0.2
C -1.794 0.624 -2.937 -0.5 1.3 -1.2
C -3.114 0.264 -3.263 0.4 -0.2 0.2
C -3.982 1.148 -3.868 0.0 0.1 0.0
C -3.566 2.431 -4.195 -0.1 0.0 -0.1
C -2.296 2.836 -3.835 -0.1 -0.2 0.0
C -1.432 1.968 -3.184 0.2 0.0 0.0
S 0.109 2.641 -2.627 -0.3 -0.4 0.4
H -3.430 -0.746 -3.046 0.0 0.0 -0.1
H -4.982 0.817 -4.111 -0.1 0.0 0.0
H -4.229 3.112 -4.708 -0.1 0.1 0.0
H -1.961 3.845 -4.033 0.0 0.1 0.0
Se 0.818 -1.953 0.817 0.4 -1.0 0.4
C 0.458 -0.977 2.423 0.2 -0.1 -0.1
C 1.042 0.264 2.662 0.1 0.0 0.2
C 0.813 0.870 3.884 0.2 0.0 0.0
N 0.022 0.373 4.823 0.0 0.3 0.4
C -0.533 -0.805 4.587 -0.1 -0.3 0.0
C -0.324 -1.535 3.432 0.1 0.1 -0.1
H 1.703 0.720 1.935 -0.1 0.0 0.1
H 1.299 1.806 4.131 0.0 0.0 -0.1
H -1.163 -1.198 5.378 0.0 -0.1 0.0
H -0.732 -2.527 3.320 -0.1 0.0 0.0
C -0.429 -3.840 -4.786 0.1 0.4 -0.1
C -0.053 -2.476 -5.366 -0.2 -0.3 -0.3
C -1.282 -1.726 -5.874 0.2 -0.1 0.2
C 0.971 -2.640 -6.488 -0.1 0.0 0.3
O 0.527 -1.742 -4.292 0.3 0.0 -0.1
Si 1.245 -0.332 -4.044 0.2 -0.5 0.0
O 0.425 0.017 -2.522 0.3 -0.7 -1.6
O 0.880 0.807 -5.103 -0.2 -0.4 0.2
C 1.538 1.733 -5.979 0.1 0.4 -0.4
C 0.474 2.753 -6.386 0.2 -0.3 0.1
C 2.042 0.965 -7.201 -0.2 0.1 0.3
C 2.706 2.408 -5.271 -0.2 -0.2 0.0
O 2.799 -0.379 -3.684 -0.2 0.3 -0.2
C 3.695 -1.339 -3.092 0.4 -0.3 0.1
C 4.578 -1.858 -4.226 -0.2 0.2 0.2
C 4.540 -0.604 -2.059 -0.3 -0.1 -0.1
C 2.915 -2.474 -2.446 -0.1 0.3 -0.1
H -0.936 -4.446 -5.533 0.0 -0.1 -0.1
H -1.083 -3.702 -3.932 -0.1 0.0 0.1
H 0.465 -4.359 -4.450 0.1 -0.1 0.0
H -1.765 -2.288 -6.669 -0.1 0.0 -0.1
H -0.978 -0.752 -6.249 0.0 0.2 -0.1
H -1.989 -1.571 -5.061 -0.1 0.0 0.1
H 0.539 -3.205 -7.309 0.0 0.0 -0.1
H 1.848 -3.171 -6.126 0.1 -0.1 0.1
H 1.276 -1.663 -6.848 0.1 0.1 -0.2
H -0.393 2.237 -6.796 -0.1 0.0 -0.1
H 0.879 3.429 -7.136 0.0 0.1 -0.1
H 0.157 3.326 -5.519 0.0 0.1 0.1
H 1.210 0.482 -7.710 -0.1 -0.1 -0.1
H 2.760 0.212 -6.886 0.1 -0.1 0.0
H 2.526 1.645 -7.897 0.1 0.1 -0.1
H 2.362 2.912 -4.373 0.0 0.1 0.1
H 3.163 3.135 -5.936 0.1 0.1 -0.1
H 3.440 1.660 -4.988 0.2 0.0 0.0
H 5.171 -1.042 -4.633 0.1 0.1 -0.1
H 3.964 -2.273 -5.022 -0.1 -0.1 -0.1
H 5.246 -2.627 -3.853 0.1 -0.1 0.0
H 5.024 0.255 -2.514 0.1 0.1 -0.1
H 5.296 -1.275 -1.661 0.2 -0.1 0.0
H 3.914 -0.253 -1.242 0.0 0.0 0.0
H 2.366 -3.031 -3.199 0.0 -0.2 -0.1
H 2.197 -2.076 -1.723 0.1 0.0 0.1
H 3.597 -3.137 -1.923 0.1 -0.1 0.1

=====

No. 3
118
Properties=species:S:1:pos:R:3:forces:R:3 method="wB97M-V/def2-TZVPD" max_force_ha_per_bohr=0.0132 charge=+1 homo_energy_ev=-10.03 gap_ev=6.3 spin_multiplicity=1 total_energy_ev=-235494.903 de_lowest_ev=0.520
Tl 1.291 0.411 -0.072 0.5 -0.2 -0.4
C -0.772 -2.144 -0.250 0.1 -0.1 0.0
N 0.652 -1.997 -0.599 -0.3 0.3 0.4
C 1.491 -2.783 0.332 0.0 -0.1 -0.1
C 2.975 -2.521 0.132 0.0 0.2 0.0
N 3.342 -1.218 0.687 -0.1 -0.1 0.0
C 3.584 -1.303 2.132 0.1 -0.1 -0.1
C 4.369 -0.487 0.015 0.0 0.0 0.0
C 5.339 -1.115 -0.754 0.0 0.0 0.0
C 6.272 -0.370 -1.456 0.0 0.1 0.0
C 6.240 1.019 -1.401 0.0 -0.1 0.0
C 5.276 1.653 -0.635 0.0 0.0 0.1
C 4.340 0.917 0.093 0.1 -0.1 0.0
S 3.119 1.773 1.034 -0.3 0.1 0.1
C 0.935 -2.344 -1.979 0.0 -0.1 0.0
C 0.538 -3.597 -2.445 0.0 0.0 0.0
C 0.886 -4.039 -3.706 0.0 0.0 0.0
C 1.656 -3.216 -4.520 0.0 0.0 0.0
C 2.028 -1.961 -4.078 0.0 0.0 0.0
C 1.670 -1.493 -2.803 0.1 0.0 -0.2
S 2.215 0.123 -2.394 -0.2 0.1 0.1
H -1.091 -3.190 -0.247 0.0 0.0 0.0
H -1.375 -1.596 -0.968 0.0 0.1 -0.1
H -0.938 -1.741 0.752 0.0 0.0 0.0
H 1.295 -3.853 0.190 -0.1 0.0 0.0
H 1.183 -2.517 1.347 0.0 0.0 0.0
H 3.191 -2.529 -0.934 0.0 0.0 0.0
H 3.549 -3.330 0.597 0.0 0.0 0.0
H 4.297 -2.106 2.350 0.0 0.0 0.0
H 2.655 -1.500 2.659 -0.1 0.0 0.0
H 3.989 -0.362 2.490 0.0 0.0 0.0
H 5.377 -2.196 -0.809 0.0 0.0 0.0
H 7.029 -0.876 -2.042 -0.1 0.0 0.0
H 6.958 1.604 -1.960 0.0 0.0 0.0
H 5.228 2.734 -0.594 0.0 0.0 0.0
H -0.047 -4.245 -1.802 0.0 0.0 0.0
H 0.569 -5.016 -4.046 0.0 0.0 0.0
H 1.962 -3.551 -5.503 0.0 0.0 0.0
H 2.618 -1.312 -4.716 0.0 0.0 0.0
C -4.127 1.857 2.113 0.0 0.0 -0.1
C -2.991 2.320 1.243 -0.1 0.0 0.1
C -2.815 3.647 0.872 0.0 0.2 0.0
C -1.736 4.018 0.090 -0.1 0.0 0.0
C -0.840 3.032 -0.278 0.1 -0.2 -0.1
Br 0.660 3.475 -1.323 0.0 0.2 -0.1
N -0.981 1.755 0.053 0.3 0.1 0.1
C -2.050 1.422 0.782 0.0 -0.3 -0.2
H -4.853 2.653 2.273 0.0 0.0 0.0
H -3.754 1.540 3.090 0.0 0.0 0.0
H -4.646 1.007 1.665 0.0 0.0 0.0
H -3.532 4.397 1.189 0.0 0.0 0.0
H -1.590 5.039 -0.234 0.0 0.0 0.0
H -2.176 0.357 0.972 0.1 0.1 0.1
C 1.968 3.452 4.175 0.1 0.2 -0.2
Si 1.583 2.119 5.407 -0.1 -0.1 0.0
C -0.116 2.369 6.124 -0.2 0.0 0.1
C 2.846 2.080 6.766 0.2 0.0 0.2
C 1.622 0.455 4.511 0.1 0.0 0.0
Te 0.131 0.409 2.984 0.1 -0.1 -0.1
C -1.187 -0.975 3.936 -0.1 0.3 0.1
Si -0.788 -2.782 4.318 -0.1 0.0 0.0
C 1.015 -3.131 4.595 0.2 -0.1 0.1
C -1.411 -3.875 2.943 -0.1 -0.1 -0.2
C -1.731 -3.154 5.874 -0.1 -0.1 0.2
H 1.895 4.439 4.642 0.0 -0.1 0.0
H 1.275 3.437 3.327 0.0 0.0 0.0
H 2.982 3.343 3.779 -0.1 0.0 0.0
H -0.123 3.257 6.764 0.0 -0.1 0.0
H -0.420 1.518 6.744 0.0 0.1 0.0
H -0.869 2.514 5.345 0.0 0.0 0.0
H 2.814 3.016 7.334 0.0 -0.1 0.0
H 3.860 1.965 6.371 -0.1 0.0 0.1
H 2.656 1.260 7.465 0.0 0.1 0.0
H 1.413 -0.381 5.178 0.0 0.0 0.0
H 2.590 0.294 4.037 0.0 0.0 0.0
H -2.102 -0.937 3.333 0.0 0.0 0.0
H -1.431 -0.471 4.877 0.0 0.0 -0.1
H 1.619 -2.955 3.704 0.0 0.0 0.0
H 1.123 -4.188 4.860 0.0 0.1 0.0
H 1.438 -2.547 5.416 0.0 -0.1 0.0
H -0.656 -4.036 2.168 -0.1 0.0 0.0
H -2.311 -3.474 2.466 0.1 -0.1 0.0
H -1.669 -4.856 3.355 0.0 0.1 -0.1
H -1.337 -2.596 6.728 0.0 0.0 0.0
H -1.665 -4.220 6.113 0.0 0.1 0.0
H -2.791 -2.904 5.766 0.1 0.0 0.0
C -3.054 -2.712 -6.120 0.0 0.0 0.0
C -3.910 -2.201 -5.154 0.1 0.0 0.0
C -3.449 -1.266 -4.233 0.1 -0.1 0.0
C -2.126 -0.834 -4.277 0.0 0.0 -0.1
C -1.272 -1.356 -5.243 0.0 0.0 0.0
C -1.732 -2.288 -6.162 0.0 0.0 0.0
As -1.385 0.440 -2.981 -0.4 0.1 -0.1
C -0.930 1.877 -4.216 0.1 -0.2 0.0
C 0.189 1.953 -5.032 0.0 0.1 0.0
C 0.344 3.039 -5.885 0.0 0.0 0.1
C -0.613 4.049 -5.908 0.0 0.0 0.0
C -1.726 3.978 -5.082 0.0 0.0 0.0
C -1.891 2.890 -4.232 -0.2 0.0 0.1
C -3.044 2.670 -3.324 0.1 0.1 -0.1
C -4.106 3.549 -3.131 0.0 0.0 0.0
C -5.140 3.211 -2.267 0.0 0.0 0.0
C -5.119 2.000 -1.585 0.0 0.0 -0.1
C -4.047 1.130 -1.756 0.0 0.0 -0.1
C -3.017 1.456 -2.629 0.1 0.0 0.1
H -3.418 -3.433 -6.842 0.0 0.0 0.0
H -4.943 -2.523 -5.118 0.0 0.0 0.0
H -4.134 -0.866 -3.497 0.0 0.0 0.0
H -0.239 -1.031 -5.290 0.0 0.0 0.0
H -1.058 -2.681 -6.913 0.0 0.0 0.0
H 0.948 1.181 -4.996 0.0 0.0 0.0
H 1.210 3.100 -6.532 0.0 0.0 0.0
H -0.492 4.892 -6.575 0.0 0.0 0.0
H -2.466 4.770 -5.110 0.0 0.0 0.0
H -4.134 4.497 -3.655 0.0 0.0 0.0
H -5.970 3.893 -2.129 0.0 0.0 0.0
H -5.935 1.736 -0.924 0.0 0.0 0.0
H -4.029 0.189 -1.214 0.0 0.0 0.0